A:
Density functional theory data (wB97M-V/def2-TZVPD) for C3H8N2O in the gas phase.

Atoms and positions in Å:
H: 1.240 0.422 1.591
H: 0.654 1.948 -1.140
N: -1.274 -1.005 1.245
C: -1.065 -0.526 -0.046
H: 2.149 0.208 0.083
H: -2.240 -1.268 1.382
N: 0.117 0.152 -0.212
H: 0.995 0.499 -2.123
C: 1.262 -0.113 0.630
H: -0.678 1.038 -1.898
H: -0.937 -0.415 1.996
C: 0.292 0.949 -1.409
O: -1.869 -0.706 -0.946
H: 1.355 -1.184 0.846

- gap between HOMO and LUMO (eV) = 9.94
- structure (SMILES) = CN(C)C(N)=O

Atomic partial charges in e from the Mulliken method, atoms 1 to 2:
1. H 0.266
2. H 0.358

***

B:
Density functional theory data (wB97M-V/def2-TZVPD) for C3H8N2O in the gas phase.

Atoms and positions in Å:
H: -1.466 1.083 -1.503
H: 0.544 -0.303 1.918
H: 1.888 -1.047 -0.618
H: -0.862 -0.487 -2.025
H: -1.783 -1.152 1.094
N: 1.475 0.170 1.401
C: -0.550 -0.083 0.025
H: 1.129 1.589 -0.200
C: 0.992 0.558 0.149
H: 2.019 0.895 1.851
O: 1.278 -0.271 -0.943
N: -0.928 -0.600 1.142
H: -2.364 -0.389 -1.079
C: -1.371 0.038 -1.211

- gap between HOMO and LUMO (eV) = 10.24
- structure (SMILES) = [H]/N=C(\C)[C@@H](N)O

Atomic partial charges in e from the Mulliken method, atoms 1 to 2:
1. H 0.278
2. H 0.347

***

Result of the stability comparison: B is the least stable of them.

***

A:
Density functional theory data (wB97M-V/def2-TZVPD) for 2 unconnected molecules or ions with the total composition C3H8N2O.

Atoms and positions in Å:
C: -1.677 -0.285 0.994
N: -2.092 0.856 -1.138
C: -2.289 -0.132 -0.197
H: 2.805 -1.187 -0.632
H: 1.408 -1.568 1.494
C: 2.276 -0.346 -0.095
H: -3.015 -0.899 -0.430
H: 0.534 -0.194 1.103
H: -2.166 0.581 -2.107
H: -1.207 1.335 -1.016
O: 2.367 0.785 -0.497
H: -1.278 0.577 1.508
H: -1.846 -1.211 1.516
N: 1.422 -0.738 0.903

- gap between HOMO and LUMO (eV) = 9.51
- structure (SMILES) = C=CN.NC=O

Atomic partial charges in e from the Mulliken method, atoms 1 to 2:
1. C -1.189
2. N -0.535

***

B:
Density functional theory data (wB97M-V/def2-TZVPD) for 2 unconnected molecules or ions with the total composition C3H8N2O.

Atoms and positions in Å:
C: -1.567 1.454 1.232
C: 2.053 -1.526 -2.233
H: 1.170 -2.520 -0.482
H: -2.977 0.612 0.148
C: 1.585 -1.673 -0.951
H: 1.895 -0.547 -2.681
H: 2.081 0.252 -0.483
O: -1.475 0.695 2.140
H: 0.946 -0.357 0.546
H: -1.210 2.574 1.421
N: -2.178 1.296 -0.083
N: 1.827 -0.574 0.009
H: 2.388 -2.303 -2.916
H: -2.460 2.140 -0.435

- gap between HOMO and LUMO (eV) = 9.14
- structure (SMILES) = C=CN.NC=O

Atomic partial charges in e from the Mulliken method, atoms 1 to 2:
1. C 0.135
2. C -0.726

***

C:
Density functional theory data (wB97M-V/def2-TZVPD) for C3H8N2O in the gas phase.

Atoms and positions in Å:
O: -1.707 0.716 -1.527
C: 0.544 0.153 1.139
H: 1.095 -1.407 -0.846
N: 0.029 0.341 -0.203
H: 0.173 -0.483 3.100
C: -0.210 -0.327 2.107
H: 1.596 0.395 1.244
H: 0.122 1.346 -0.455
H: 1.970 0.126 -1.173
H: 0.528 -0.318 -2.150
H: -2.612 0.417 -1.637
N: -1.278 -0.046 -0.337
H: -1.251 -0.545 1.905
C: 1.001 -0.366 -1.168

- gap between HOMO and LUMO (eV) = 7.49

Atomic partial charges in e from the Mulliken method, atoms 1 to 2:
1. O -0.534
2. C -0.232

***

D:
Density functional theory data (wB97M-V/def2-TZVPD) for C3H8N2O in the gas phase.

Atoms and positions in Å:
C: 0.925 -0.702 -0.963
H: 0.886 0.055 -1.753
N: -1.427 -0.464 -0.232
H: -1.634 -1.411 -0.541
O: 1.307 1.552 1.087
N: -0.982 1.748 1.393
H: 0.130 -1.045 1.020
H: 1.960 -0.788 -0.621
H: 1.534 0.562 0.734
H: -1.601 0.149 -1.028
H: -1.798 1.160 1.184
H: 0.672 -1.678 -1.390
C: -0.025 -0.350 0.190
C: 0.055 1.212 0.920

- gap between HOMO and LUMO (eV) = 10.31
- structure (SMILES) = [H]/N=C(/O)[C@H](C)N

Atomic partial charges in e from the Mulliken method, atoms 1 to 2:
1. C -1.333
2. H 0.306

***

Result of the stability comparison: C is the least stable of them.

***

A:
Density functional theory data (wB97M-V/def2-TZVPD) for C3H8N2O in the gas phase.

Atoms and positions in Å:
H: -2.279 1.664 0.199
H: -2.335 0.289 -0.937
H: -0.369 0.555 1.262
H: 1.541 -1.792 -0.326
N: 1.186 -0.957 0.123
C: 2.058 0.200 -0.057
C: -0.164 -0.820 -0.218
H: 2.280 0.397 -1.116
N: -0.760 0.259 0.381
H: 2.998 0.051 0.481
C: -2.137 0.584 0.094
O: -0.747 -1.582 -0.972
H: -2.851 0.059 0.740
H: 1.579 1.093 0.348

- gap between HOMO and LUMO (eV) = 10.42
- structure (SMILES) = CNC(=O)NC

Atomic partial charges in e from the Mulliken method, atoms 1 to 2:
1. H 0.298
2. H 0.299

***

B:
Density functional theory data (wB97M-V/def2-TZVPD) for C3H8N2O in the gas phase.

Atoms and positions in Å:
O: -1.028 -1.553 0.179
C: -1.858 0.738 -1.036
H: 0.163 1.162 -0.506
N: -0.655 0.659 -0.199
H: -1.816 -0.004 -1.838
H: -1.922 1.714 -1.505
H: 0.830 0.130 1.936
N: 2.037 -0.085 0.186
H: 2.807 0.295 0.717
H: 1.162 -1.556 1.424
C: 0.988 -0.536 1.092
H: -2.695 0.461 -0.405
C: -0.352 -0.564 0.336
H: 2.338 -0.863 -0.380

- gap between HOMO and LUMO (eV) = 10.40
- structure (SMILES) = CNC(=O)CN

Atomic partial charges in e from the Mulliken method, atoms 1 to 2:
1. O -0.604
2. C -0.750

***

C:
Density functional theory data (wB97M-V/def2-TZVPD) for 2 unconnected molecules or ions with the total composition C3H8N2O.

Atoms and positions in Å:
H: 1.202 2.309 -0.476
C: -0.487 -1.218 0.849
O: -0.097 -0.009 0.972
H: 2.032 0.362 -1.830
H: -0.727 -0.115 -1.033
N: 1.367 -0.256 -1.365
H: -1.386 -1.296 2.685
H: -0.563 2.248 -0.245
C: 0.266 1.904 -0.867
H: -0.075 -1.927 0.123
H: 0.139 2.296 -1.877
C: 0.353 0.395 -0.875
N: -0.981 -1.844 1.941
H: -1.044 -2.848 1.997

- gap between HOMO and LUMO (eV) = 8.71
- structure (SMILES) = [H]/N=C\C.NC=O

Atomic partial charges in e from the Mulliken method, atoms 1 to 2:
1. H 0.347
2. C 0.080

***

Result of the stability comparison: C is the least stable of them.

***

A:
Density functional theory data (wB97M-V/def2-TZVPD) for 2 unconnected molecules or ions with the total composition CH3O2S2.

Atoms and positions in Å:
S: -2.342 -1.668 -0.233
H: 1.264 0.277 0.914
O: -1.864 1.069 -1.161
H: 2.206 -1.092 -0.052
C: 1.636 -0.163 0.026
S: -1.413 0.189 -0.081
O: -1.429 0.833 1.240
H: 1.943 0.555 -0.653

- gap between HOMO and LUMO (spin up / spin down) (eV) = 6.99 / 7.28
- total charge = -1

Atomic partial charges in e from the Mulliken method, atoms 1 to 2:
1. S -0.504
2. H 0.369

***

B:
Density functional theory data (wB97M-V/def2-TZVPD) for a gas-phase ion, CH3O2S2 (charge -1).

Atoms and positions in Å:
S: -0.172 1.741 0.667
H: -0.309 -1.654 -1.295
S: 0.599 0.646 -1.194
H: 0.999 -1.420 -0.274
O: -1.518 1.123 0.934
H: -0.565 -0.706 0.122
O: 0.841 1.280 1.661
C: 0.125 -1.011 -0.621

- gap between HOMO and LUMO (eV) = 7.53
- total charge = -1

Atomic partial charges in e from the Mulliken method, atoms 1 to 2:
1. S 0.428
2. H 0.330

***

Result of the stability comparison: A is the least stable of them.

***

A:
Density functional theory data (wB97M-V/def2-TZVPD) for a gas-phase ion, C3H5N4O (charge +1).

Atoms and positions in Å:
H: 1.188 -0.228 -1.781
N: -1.083 0.378 -0.205
H: -0.743 -1.466 -1.141
C: 1.058 -0.253 -0.720
N: -2.280 0.274 -0.094
H: 1.663 2.661 1.295
C: -0.317 -0.830 -0.284
N: 1.522 1.860 0.727
H: -0.208 -1.105 1.695
O: -0.301 -1.591 0.853
C: 1.101 0.987 0.040
N: -3.367 0.273 -0.124
H: 1.767 -0.960 -0.260

- gap between HOMO and LUMO (eV) = 9.76
- total charge = +1

Atomic partial charges in e from the Mulliken method, atoms 1 to 2:
1. H 0.401
2. N -0.332

***

B:
Density functional theory data (wB97M-V/def2-TZVPD) for a gas-phase ion, C3H5N4O (charge +1).

Atoms and positions in Å:
H: -2.265 -1.239 -0.038
H: -2.740 0.337 -1.524
H: 0.085 1.884 -1.305
O: -1.916 0.850 -1.487
N: 2.092 0.450 0.659
H: 3.391 -0.447 1.749
C: -1.237 -0.869 0.076
N: 0.135 1.057 -0.695
N: 3.100 0.409 1.298
C: 1.315 0.857 -0.138
N: -0.349 -1.399 0.797
H: -0.629 -2.230 1.310
C: -0.983 0.340 -0.701

- gap between HOMO and LUMO (eV) = 6.80
- total charge = +1

Atomic partial charges in e from the Mulliken method, atoms 1 to 2:
1. H 0.267
2. H 0.374

***

Result of the stability comparison: B is the least stable of them.

***

A:
Density functional theory data (wB97M-V/def2-TZVPD) for a molecular structure, C3H3NO.

Atoms and positions in Å:
N: 0.245 -1.946 -0.314
H: -0.983 1.522 0.698
C: -0.197 -1.623 0.832
H: 0.425 -0.804 -0.926
C: 0.109 -0.325 0.195
C: -0.311 1.049 -0.011
H: -0.274 1.450 -1.025
O: 0.986 0.677 0.551

- gap between HOMO and LUMO (eV) = 10.33

Atomic partial charges in e from the Mulliken method, atoms 1 to 2:
1. N -0.168
2. H 0.236

***

B:
Density functional theory data (wB97M-V/def2-TZVPD) for 2 unconnected molecules or ions with the total composition C3H3NO.

Atoms and positions in Å:
C: -1.043 0.804 0.004
O: 0.468 -1.672 0.073
H: -1.477 -0.179 0.015
H: 1.845 -0.450 -0.420
N: -0.520 -2.336 -0.074
C: -0.552 1.902 -0.019
H: -0.129 2.882 -0.031
C: 1.407 -0.952 0.452

- gap between HOMO and LUMO (spin up / spin down) (eV) = 8.52 / 8.52

Atomic partial charges in e from the Mulliken method, atoms 1 to 2:
1. C -0.527
2. O 0.055

***

C:
Density functional theory data (wB97M-V/def2-TZVPD) for C3H3NO in the gas phase.

Atoms and positions in Å:
O: 0.557 1.076 0.150
H: -1.516 1.452 0.119
C: -0.752 0.689 0.098
C: -0.777 -0.656 -0.006
N: 0.517 -1.147 0.012
H: -1.597 -1.306 -0.261
C: 1.244 -0.085 0.057
H: 2.296 -0.024 -0.173

- gap between HOMO and LUMO (eV) = 10.64
- structure (SMILES) = c1cocn1

Atomic partial charges in e from the Mulliken method, atoms 1 to 2:
1. O -0.288
2. H 0.373

***

D:
Density functional theory data (wB97M-V/def2-TZVPD) for C3H3NO in the gas phase.

Atoms and positions in Å:
O: -1.374 1.520 -0.942
C: 0.749 -0.273 -0.191
C: 0.414 -1.471 0.199
H: -0.132 -2.100 -0.494
H: -0.561 1.655 0.919
N: 0.828 0.916 -0.507
C: -0.477 1.434 -0.159
H: 0.607 -1.784 1.216

- gap between HOMO and LUMO (eV) = 10.65
- structure (SMILES) = C=C=NC=O

Atomic partial charges in e from the Mulliken method, atoms 1 to 2:
1. O -0.420
2. C 0.537

***

Result of the stability comparison: B is the least stable of them.